No. 1
This record from the Open Molecules 2025 dataset describes a structure of composition C41H35InN6O5SSe in a non-equilibrium geometry. The level of theory is the ωB97M-V functional and the def2-TZVPD basis.

Last column: Mulliken charge in e.
CARTESIAN COORDINATES (ANGSTROEM)
In (0.3292, -1.6328, 1.3336)  1.216
C (-4.5038, -2.0110, 3.4849)  -1.845
C (-3.4503, -1.6951, 2.4506)  0.242
O (-2.7684, -2.5720, 2.0074)  -0.376
C (-3.2398, -0.2545, 1.9593)  3.143
C (-2.0712, 0.3850, 2.7309)  -1.066
C (-2.4118, 1.2577, 3.9111)  -1.955
N (-0.8581, 0.2525, 2.3432)  0.970
N (0.0395, 1.1354, 2.8680)  -1.062
C (1.3190, 0.8138, 2.8300)  0.003
O (1.8454, -0.3033, 2.6091)  -0.839
C (2.2439, 1.9617, 3.1351)  0.651
C (1.8135, 3.2848, 3.1882)  -0.119
C (2.7152, 4.3087, 3.4359)  -0.796
C (4.0605, 4.0261, 3.6375)  -0.313
C (4.4985, 2.7097, 3.5758)  -0.700
C (3.5964, 1.6883, 3.3207)  -0.348
H (-5.1621, -2.7688, 3.0567)  0.334
H (-5.1048, -1.1597, 3.7979)  0.348
H (-4.0026, -2.4628, 4.3449)  0.448
H (-4.1808, 1.6298, 1.7766)  0.577
H (-3.0229, 0.7119, 4.6347)  0.356
H (-2.9487, 2.1570, 3.6005)  0.254
H (-1.4784, 1.5602, 4.3760)  0.588
H (0.7649, 3.4925, 3.0207)  0.355
H (2.3674, 5.3351, 3.4735)  0.363
H (4.7623, 4.8269, 3.8429)  0.376
H (5.5458, 2.4757, 3.7300)  0.422
H (3.9159, 0.6564, 3.2467)  0.448
C (1.1771, -0.8001, -6.6679)  -1.605
C (0.8207, -1.3858, -5.3244)  1.223
C (0.7853, -2.7695, -5.1596)  -0.811
C (0.4657, -3.3274, -3.9322)  -0.687
C (0.1917, -2.5007, -2.8532)  0.255
C (0.2192, -1.1234, -2.9971)  0.095
C (0.5310, -0.5739, -4.2334)  -0.918
S (-0.1140, -3.2333, -1.2400)  0.981
O (-0.4820, -4.6085, -1.5055)  -0.755
O (1.1478, -3.0910, -0.5342)  -0.694
N (-1.1991, -2.2845, -0.5738)  0.413
C (-2.5555, -2.4296, -0.7893)  -0.346
C (-3.1632, -3.4526, -1.5512)  -1.122
C (-4.5343, -3.5399, -1.6842)  -1.057
C (-5.3700, -2.6069, -1.1008)  -1.184
C (-4.8264, -1.5639, -0.3498)  2.024
C (-5.7875, -0.6319, 0.2582)  -0.611
C (-5.6693, 0.2348, 1.2674)  -1.130
C (-4.4825, 0.6264, 2.0903)  -1.729
N (-2.9310, -0.3475, 0.5009)  1.769
C (-3.4397, -1.4678, -0.2300)  -0.307
H (0.4240, -1.0583, -7.4161)  0.321
H (2.1355, -1.1941, -7.0120)  0.357
H (1.2487, 0.2859, -6.6130)  0.327
H (1.0211, -3.4119, -6.0023)  0.342
H (0.4288, -4.3992, -3.7845)  0.495
H (0.0218, -0.4923, -2.1360)  0.134
H (0.5561, 0.5048, -4.3433)  0.303
H (-2.5358, -4.2094, -1.9860)  0.597
H (-4.9600, -4.3606, -2.2510)  0.378
H (-6.4460, -2.6815, -1.2088)  0.341
H (-6.7799, -0.7144, -0.1771)  0.278
H (-6.5574, 0.8046, 1.5306)  0.320
H (-4.7905, 0.7006, 3.1339)  0.700
Se (0.2205, -3.2531, 3.2058)  -1.096
O (-2.3245, 1.7058, 0.3745)  -0.509
N (-2.4821, 0.6510, -0.2172)  -0.642
N (0.9440, -0.1399, -0.0663)  0.359
C (1.9932, 0.4836, -0.3433)  -0.048
C (1.8320, 1.7950, -1.0922)  0.188
C (2.5655, 2.0884, -2.2412)  0.063
C (2.3583, 3.2791, -2.9243)  -0.884
C (1.4306, 4.1986, -2.4542)  -0.480
C (0.6821, 3.9019, -1.3217)  -1.019
C (0.8693, 2.7009, -0.6552)  0.096
C (3.4278, 0.1017, -0.0769)  0.106
C (3.8359, -1.2277, -0.1327)  -0.336
C (5.1773, -1.5599, -0.0068)  -0.872
C (6.1314, -0.5707, 0.1844)  -0.439
C (5.7295, 0.7546, 0.2845)  -0.989
C (4.3899, 1.0869, 0.1580)  -0.126
H (3.3018, 1.3758, -2.5960)  0.490
H (2.9311, 3.4956, -3.8200)  0.385
H (1.2901, 5.1415, -2.9711)  0.366
H (-0.0530, 4.6103, -0.9578)  0.423
H (0.2748, 2.4383, 0.2130)  0.299
H (3.0895, -1.9953, -0.2849)  0.510
H (5.4864, -2.5969, -0.0682)  0.418
H (7.1822, -0.8270, 0.2618)  0.361
H (6.4666, 1.5334, 0.4472)  0.396
H (4.0858, 2.1219, 0.2538)  0.607

The calculation puts the HOMO-LUMO gap at 4.74 eV. The value obtained for the total energy is -5277.8550 Ha. Its charge is -2. Its energy above the lowest of the compared OMol25 structures with the same formula, charge and spin is 35.3 kJ/mol.

=====

No. 2
This record from the Open Molecules 2025 dataset describes a cluster of 5 separate species, C41H36F8N6O10 in total in a non-equilibrium geometry. The level of theory is the ωB97M-V functional and the def2-TZVPD basis.

Last column: Mulliken charge in e.
CARTESIAN COORDINATES (ANGSTROEM)
C (3.1642, -4.8891, 6.1696)  -0.566
O (4.1619, -3.7943, 6.2232)  -0.349
C (3.7283, -2.7057, 7.1140)  -0.542
C (2.9520, -1.4638, 6.3113)  0.608
C (1.9481, -0.5414, 7.1982)  -0.471
N (1.2122, 0.6325, 6.6170)  -0.365
C (1.4858, 0.8255, 5.1519)  0.194
C (0.7095, 2.0917, 4.4054)  0.265
C (-0.3450, 3.0159, 5.3155)  -0.722
C (-1.8772, 2.5970, 4.8050)  -0.498
O (-2.1388, 1.1463, 4.8789)  -0.221
C (-2.7515, 0.7575, 6.1586)  -0.729
C (-4.3573, 0.3882, 6.0639)  0.747
F (-5.0744, 1.5569, 5.5055)  -0.286
F (-4.8254, 0.2604, 7.4943)  -0.317
C (-4.6874, -1.0458, 5.3447)  0.525
F (-5.6849, -1.7772, 6.2074)  -0.311
F (-3.4885, -1.9468, 5.2793)  -0.265
C (-5.3638, -0.9442, 3.8557)  0.587
F (-5.6567, -2.3637, 3.4296)  -0.300
F (-6.6613, -0.2328, 3.7984)  -0.263
C (-4.2704, -0.3894, 2.7200)  0.237
F (-4.3951, 1.0695, 2.4876)  -0.238
F (-4.5660, -1.1311, 1.4401)  -0.285
C (0.9290, 2.4503, 2.8179)  -0.575
C (1.9569, 1.4882, 1.9571)  -0.315
C (2.7401, 0.2399, 2.7139)  -0.435
C (2.5087, -0.1317, 4.3257)  0.582
N (3.2660, -1.3200, 4.8486)  -0.435
H (3.4504, -5.7772, 6.8762)  0.232
H (2.0629, -4.5247, 6.4272)  0.263
H (3.1870, -5.3050, 5.0710)  0.232
H (4.6428, -2.2683, 7.7412)  0.278
H (2.9874, -3.1577, 7.9160)  0.345
H (1.8242, -0.7852, 8.3375)  0.267
H (-0.1330, 4.1791, 5.1557)  0.362
H (-0.2395, 2.8308, 6.4672)  0.297
H (-2.6474, 3.2570, 5.3884)  0.384
H (-1.8885, 2.8688, 3.6439)  0.264
H (-2.1971, -0.1903, 6.6231)  0.284
H (-2.6569, 1.6082, 6.9742)  0.392
H (-3.1870, -0.7420, 3.0339)  0.257
H (0.3606, 3.3238, 2.2677)  0.276
H (2.1361, 1.7115, 0.8032)  0.295
H (3.4856, -0.3812, 2.0186)  0.278
C (8.1478, -1.9823, -0.5066)  -0.412
C (8.3074, -0.7251, -1.0916)  -0.446
C (7.2054, 0.1171, -1.2520)  -0.396
C (5.9432, -0.3099, -0.8168)  -0.144
C (5.7789, -1.5746, -0.2362)  -0.170
C (6.8879, -2.4092, -0.0837)  -0.613
N (4.7855, 0.5810, -0.9593)  1.001
O (4.9682, 1.6842, -1.4951)  -0.592
O (3.6930, 0.1809, -0.5322)  -0.621
H (9.0110, -2.6332, -0.3786)  0.369
H (9.2923, -0.4001, -1.4201)  0.387
H (7.3463, 1.0938, -1.7096)  0.875
H (4.8042, -1.9206, 0.1015)  0.434
H (6.7711, -3.3915, 0.3686)  0.370
C (-6.0828, -1.3352, -1.9286)  -0.635
C (-6.6832, -1.4616, -3.1823)  -0.107
C (-6.5930, -2.6657, -3.8832)  -0.558
C (-5.8998, -3.7432, -3.3147)  0.007
C (-5.2896, -3.6166, -2.0596)  -0.541
C (-5.3842, -2.4066, -1.3694)  -0.229
N (-5.8231, -5.0196, -4.0353)  0.968
O (-6.3596, -5.0859, -5.1513)  -0.596
O (-5.2302, -5.9587, -3.4850)  -0.587
H (-6.1606, -0.3961, -1.3833)  0.430
H (-7.2247, -0.6216, -3.6121)  0.381
H (-7.0664, -2.7482, -4.8592)  0.544
H (-4.7443, -4.4432, -1.6088)  0.427
H (-4.9165, -2.2993, -0.3932)  0.549
C (8.3172, 5.5250, -5.8315)  -0.381
C (7.4268, 5.2365, -4.7960)  -0.507
C (7.7542, 4.2737, -3.8393)  -0.229
C (8.9835, 3.6061, -3.9270)  0.108
C (9.8760, 3.8881, -4.9698)  -0.340
C (9.5363, 4.8510, -5.9223)  -0.438
N (9.3445, 2.6112, -2.9099)  0.987
O (8.5201, 2.3760, -2.0140)  -0.622
O (10.4540, 2.0667, -3.0029)  -0.582
H (8.0599, 6.2805, -6.5718)  0.364
H (6.4779, 5.7649, -4.7328)  0.369
H (7.0495, 4.0605, -3.0385)  0.452
H (10.8312, 3.3740, -5.0527)  0.423
H (10.2236, 5.0793, -6.7339)  0.360
C (-8.2380, -0.6618, -9.5563)  -0.371
C (-8.8038, -1.0006, -8.3262)  -0.559
C (-8.4280, -0.3139, -7.1701)  -0.096
C (-7.4836, 0.7182, -7.2585)  0.030
C (-6.9083, 1.0553, -8.4909)  -0.361
C (-7.2900, 0.3595, -9.6398)  -0.419
N (-7.1033, 1.4608, -6.0509)  0.987
O (-7.6204, 1.1200, -4.9765)  -0.619
O (-6.2906, 2.3882, -6.1752)  -0.581
H (-8.5384, -1.1963, -10.4559)  0.360
H (-9.5409, -1.7987, -8.2690)  0.367
H (-8.8782, -0.5900, -6.2191)  0.453
H (-6.1706, 1.8508, -8.5731)  0.422
H (-6.8514, 0.6157, -10.6016)  0.364

The SMILES is COCc1cnc2c(CCOCC(F)(F)C(F)(F)C(F)(F)C(F)F)cccc2n1.O=[N+]([O-])c1ccccc1.O=[N+]([O-])c1ccccc1.O=[N+]([O-])c1ccccc1.O=[N+]([O-])c1ccccc1. The calculation puts the HOMO-LUMO gap at 7.02 eV. The value obtained for the total energy is -3462.7945 Ha. Its charge is 0.

=====

No. 3
This record from the Open Molecules 2025 dataset describes a structure of composition C41H36I2IrN7O4SSe in a non-equilibrium geometry. The level of theory is the ωB97M-V functional and the def2-TZVPD basis.

Last column: Mulliken charge in e.
CARTESIAN COORDINATES (ANGSTROEM)
Ir (0.0576, -0.2951, 0.1316)  2.796
I (1.9834, -4.3496, -5.9816)  0.124
C (1.2401, -3.0016, -4.5828)  -0.708
C (1.0563, -1.6689, -4.9303)  -0.219
C (0.5770, -0.7661, -3.9978)  -0.371
I (0.2812, 1.2090, -4.5709)  0.302
C (0.3079, -1.1713, -2.6815)  -0.320
O (-0.1442, -0.2284, -1.8271)  -0.273
C (0.4299, -2.5293, -2.3629)  1.376
C (0.0126, -3.1030, -1.0339)  -1.973
N (-0.8201, -2.1606, -0.2571)  -0.451
C (-2.1332, -1.9292, -0.9252)  -1.759
C (-2.7713, -0.6947, -0.3669)  1.008
C (-4.1310, -0.4699, -0.4539)  -0.742
C (-4.6634, 0.6521, 0.1592)  -0.908
C (-3.8208, 1.5017, 0.8570)  -0.856
C (-2.4666, 1.2373, 0.8776)  -0.313
N (-1.9562, 0.1631, 0.2652)  0.834
C (0.8989, -3.4305, -3.3155)  -0.789
H (1.2793, -1.3293, -5.9322)  0.448
H (-0.5655, -4.0182, -1.1920)  0.850
H (0.8647, -3.3720, -0.4133)  0.407
H (-1.0059, -2.5852, 0.6555)  -0.246
H (-2.7755, -2.7976, -0.7709)  0.696
H (-1.9610, -1.8203, -1.9941)  0.859
H (-4.7579, -1.1777, -0.9789)  0.586
H (-5.7254, 0.8510, 0.1070)  0.461
H (-4.1979, 2.3733, 1.3720)  0.630
H (-1.7611, 1.8804, 1.3788)  0.383
H (0.9852, -4.4781, -3.0526)  0.549
C (-3.6799, -3.2488, 1.8882)  -1.684
C (-2.6653, -2.2623, 2.4550)  1.242
C (-1.3082, -2.8313, 2.8107)  0.071
C (-1.2020, -4.1449, 3.2571)  -0.853
C (-0.0244, -4.6187, 3.8127)  -1.493
C (1.0365, -3.7524, 3.9941)  -0.829
C (0.9849, -2.4342, 3.5454)  0.834
C (2.1283, -1.5242, 3.9407)  -0.604
C (2.0118, -1.0971, 5.4067)  -1.361
C (-0.1659, -2.0084, 2.8611)  -0.068
N (-0.1612, -0.7169, 2.2252)  0.478
C (0.0092, 0.3459, 2.9884)  -0.361
C (0.5724, 1.4666, 2.4101)  -0.406
C (1.0519, 2.7062, 2.8663)  -1.132
C (1.8147, 3.2264, 1.8382)  -1.305
C (1.7835, 2.3002, 0.7796)  -0.516
N (1.0461, 1.2454, 1.1181)  0.953
H (-3.2900, -3.7889, 1.0211)  0.292
H (-3.9765, -3.9978, 2.6209)  0.513
H (-4.5852, -2.7235, 1.5846)  0.414
H (-3.0738, -1.8308, 3.3754)  0.497
H (-2.5483, -1.4101, 1.7923)  -0.735
H (-2.0622, -4.7978, 3.2037)  0.360
H (0.0451, -5.6449, 4.1476)  0.433
H (1.9310, -4.0929, 4.5027)  0.525
H (2.1932, -0.6406, 3.3048)  0.120
H (3.0694, -2.0636, 3.8125)  0.599
H (1.0866, -0.5506, 5.5963)  0.266
H (2.8469, -0.4541, 5.6832)  0.432
H (2.0170, -1.9643, 6.0673)  0.395
H (-0.2168, 0.2773, 4.0481)  0.763
H (0.8934, 3.1310, 3.8448)  0.588
H (2.3583, 4.1564, 1.8326)  0.536
H (2.2304, 2.4004, -0.1935)  0.565
Se (2.8921, -2.1435, 0.7600)  0.260
N (2.0442, -0.8739, -0.2113)  -0.125
C (2.9112, -0.3867, -1.0943)  0.703
C (2.6883, 0.6867, -2.0004)  0.871
C (3.6993, 1.0484, -2.8254)  -1.112
C (4.9736, 0.3823, -2.8314)  -0.975
C (5.2349, -0.6314, -1.9792)  -0.761
C (4.2071, -1.0375, -1.0665)  0.617
N (4.3683, -1.9857, -0.1695)  -0.798
H (1.7575, 1.2362, -2.0066)  0.092
H (3.5363, 1.8791, -3.5021)  0.503
H (5.7312, 0.7178, -3.5264)  0.456
H (6.1856, -1.1442, -1.9462)  0.526
O (2.1132, 5.2565, -2.7044)  -0.722
S (0.9978, 4.4700, -3.1506)  0.967
O (0.9519, 4.0863, -4.5372)  -0.727
N (0.8200, 3.1566, -2.2012)  0.084
C (-0.3187, 3.1713, -1.5380)  -0.423
O (-0.7258, 2.2586, -0.7759)  -0.111
C (-1.1587, 4.3950, -1.7898)  -0.022
C (-2.3850, 4.7378, -1.2527)  -0.080
C (-2.9533, 5.9485, -1.6306)  -0.736
C (-2.3056, 6.7926, -2.5286)  -0.525
C (-1.0744, 6.4455, -3.0735)  -0.741
C (-0.5312, 5.2392, -2.6843)  0.050
H (-2.8844, 4.0778, -0.5555)  0.527
H (-3.9119, 6.2441, -1.2244)  0.413
H (-2.7676, 7.7306, -2.8065)  0.404
H (-0.5641, 7.0945, -3.7721)  0.481

The calculation puts the HOMO-LUMO gap (spin up / spin down) at 6.36 / 4.66 eV. The value obtained for the total energy is -5767.3309 Ha. Its charge is +1. As for the spin multiplicity: 2. Its energy above the lowest of the compared OMol25 structures with the same formula, charge and spin is 44.9 kJ/mol.